No. 1
Entry from OMol25: a molecular structure, C31H44Cl3FKMgN2O10S at a distorted geometry (the ωB97M-V functional and the def2-TZVPD basis).

Properties
2S+1 = 1
charge = +1
frontier orbital gap = 1.4 eV
max |F| = 2.892 eV/Å
E_LUMO = -0.250 hartree
HOMO level = -8.173 eV
DFT total energy = -4747.68406 Eh

Last column: Löwdin charge in e.
Cartesian coordinates (Å):
O (4.999, 1.700, 2.358)  0.186
C (4.090, 1.648, 1.604)  -0.615
O (3.723, 2.701, 0.821)  0.113
O (3.337, 0.542, 1.452)  -0.001
C (2.514, 0.322, 2.635)  -0.136
C (1.084, -0.019, 2.229)  -0.115
C (0.220, 1.227, 2.267)  -0.219
C (-0.134, 1.771, 3.506)  -0.051
C (-0.898, 2.932, 3.535)  -0.181
C (-1.301, 3.537, 2.350)  -0.080
C (-0.955, 2.991, 1.121)  -0.069
C (-0.178, 1.826, 1.071)  -0.010
H (3.318, 3.387, 1.367)  0.132
H (2.961, -0.442, 3.271)  0.127
H (2.508, 1.238, 3.225)  0.128
H (1.068, -0.456, 1.236)  0.090
H (0.663, -0.743, 2.930)  0.125
H (0.220, 1.275, 4.403)  0.109
H (-1.148, 3.364, 4.515)  -0.236
H (-1.892, 4.444, 2.400)  0.097
H (-1.272, 3.428, 0.186)  0.029
H (0.120, 1.406, 0.122)  0.092
Mg (-1.059, 4.092, 6.198)  0.481
C (4.337, -3.312, 0.458)  -0.120
C (4.126, -2.783, -0.971)  -0.115
C (2.684, -3.148, -1.270)  -0.148
O (1.998, -3.106, 0.025)  -0.363
C (2.996, -3.034, 1.095)  -0.111
H (5.153, -2.826, 0.988)  0.137
H (4.529, -4.380, 0.436)  0.076
H (4.230, -1.700, -0.981)  0.089
H (4.815, -3.208, -1.697)  0.137
H (2.595, -4.159, -1.668)  0.115
H (2.193, -2.459, -1.947)  0.120
H (2.937, -2.018, 1.487)  0.117
H (2.734, -3.731, 1.889)  0.128
N (2.353, 0.372, -1.628)  -0.567
O (3.537, 0.093, -1.931)  -0.099
O (1.663, -0.433, -1.000)  -0.010
O (1.883, 1.478, -1.977)  -0.080
N (1.162, 3.848, -3.904)  0.029
C (2.403, 4.302, -4.261)  -0.234
C (2.303, 4.934, -5.474)  -0.089
C (0.944, 4.863, -5.864)  -0.086
C (0.270, 4.190, -4.876)  -0.117
H (0.943, 3.337, -3.062)  0.122
H (3.246, 4.142, -3.628)  -0.028
H (3.111, 5.395, -6.018)  0.100
H (0.510, 5.258, -6.766)  0.099
H (-0.768, 3.925, -4.787)  0.103
Cl (0.585, -4.539, 0.166)  0.717
C (-2.777, 5.813, -1.565)  -0.966
Cl (-3.851, 5.994, -0.183)  0.579
Cl (-2.462, 4.098, -1.913)  0.583
H (-3.241, 6.261, -2.435)  0.032
H (-1.834, 6.301, -1.348)  0.029
C (3.375, -9.614, 1.251)  -0.210
C (2.043, -9.255, 0.579)  -0.204
C (1.844, -7.742, 0.736)  -0.248
S (3.491, -7.028, 0.833)  0.663
O (3.672, -6.446, 2.141)  -0.313
O (3.756, -6.263, -0.367)  -0.340
C (4.382, -8.577, 0.760)  -0.220
H (3.694, -10.624, 1.004)  0.121
H (3.273, -9.548, 2.336)  0.123
H (2.089, -9.513, -0.480)  0.120
H (1.211, -9.806, 1.013)  0.119
H (1.321, -7.307, -0.111)  0.068
H (1.321, -7.499, 1.660)  0.104
H (5.275, -8.510, 1.376)  0.113
H (4.654, -8.751, -0.280)  0.112
F (-6.469, -0.161, 0.380)  0.060
C (-5.213, -0.175, -0.107)  -0.282
C (-4.650, 1.010, -0.535)  -0.001
C (-3.355, 0.992, -1.032)  -0.098
C (-2.647, -0.200, -1.103)  -0.090
C (-3.236, -1.381, -0.671)  -0.085
C (-4.529, -1.372, -0.163)  -0.017
H (-5.219, 1.929, -0.479)  0.109
H (-2.903, 1.917, -1.361)  -0.007
H (-1.637, -0.208, -1.494)  0.098
H (-2.689, -2.313, -0.728)  0.096
H (-5.004, -2.279, 0.186)  0.117
K (4.321, 2.598, -3.162)  0.973
C (-8.809, 6.129, 1.418)  -0.023
C (-7.589, 5.894, 0.561)  -0.507
O (-6.902, 6.811, 0.172)  0.033
C (-7.270, 4.458, 0.212)  -0.035
H (-8.927, 7.196, 1.594)  0.082
H (-9.700, 5.753, 0.913)  0.086
H (-8.698, 5.621, 2.377)  0.086
H (-8.098, 4.014, -0.341)  0.088
H (-7.095, 3.881, 1.122)  0.088
H (-6.375, 4.427, -0.405)  0.044

=====

No. 2
Entry from OMol25: a molecular structure, C31H44IrN4OP2 at a distorted geometry (the ωB97M-V functional and the def2-TZVPD basis).

Properties
2S+1 = 6
charge = +2
frontier orbital gap (alpha / beta) = 6.2 / 3.7 eV
energy above the lowest of the compared OMol25 structures with the same formula, charge and spin = 370.96 kJ/mol
max |F| = 7.606 eV/Å
E_LUMO (alpha / beta) = -0.249 / -0.341 hartree
HOMO level (alpha / beta) = -12.963 / -12.953 eV
expectation value of S² = 8.768
DFT total energy = -2287.94403 Eh

Last column: Löwdin charge in e.
Cartesian coordinates (Å):
Ir (-0.305, 1.455, 0.315)  0.930
C (3.922, -2.171, -0.688)  0.046
C (3.539, -1.219, -1.537)  0.085
C (2.085, -1.084, -1.924)  -0.132
C (0.997, -1.510, -0.907)  -0.168
C (1.294, -1.916, 0.506)  -0.117
C (1.762, -3.091, 0.893)  -0.085
C (2.375, -4.099, -0.044)  -0.135
C (3.523, -3.599, -0.945)  -0.111
C (0.271, 1.401, 2.300)  -0.330
H (4.579, -2.013, 0.152)  0.119
H (4.174, -0.422, -1.922)  0.162
H (1.861, -1.617, -2.868)  0.143
H (1.948, -0.012, -2.160)  0.096
H (0.330, -0.625, -0.779)  0.022
H (0.376, -2.284, -1.390)  0.139
H (1.058, -1.147, 1.251)  0.064
H (1.706, -3.416, 1.936)  0.127
H (1.604, -4.484, -0.723)  0.130
H (2.749, -4.943, 0.553)  0.129
H (4.406, -4.232, -0.766)  0.143
H (3.304, -3.747, -2.021)  0.138
H (0.654, 0.378, 2.421)  -0.026
H (-0.610, 1.528, 2.955)  -0.037
H (1.071, 2.116, 2.551)  0.020
P (-2.093, 0.406, 1.072)  0.926
P (-0.667, 1.869, -1.776)  0.842
N (-2.667, -1.300, 1.371)  -0.209
N (-3.395, 1.208, 2.012)  -0.211
N (-1.090, 0.589, -3.033)  -0.211
N (-0.650, 3.232, -2.874)  -0.257
C (-2.782, 0.655, -0.579)  -0.439
C (-2.360, 2.048, -1.046)  -0.370
C (-2.627, -2.013, 2.572)  -0.126
C (-3.581, -3.029, 2.533)  -0.058
C (-4.256, -2.933, 1.277)  -0.055
C (-3.663, -1.890, 0.583)  -0.160
C (-3.263, 2.094, 3.078)  -0.123
C (-4.518, 2.623, 3.377)  -0.053
C (-5.454, 2.028, 2.470)  -0.048
C (-4.749, 1.146, 1.667)  -0.122
C (-0.232, -0.074, -3.913)  -0.160
C (-0.969, -0.862, -4.777)  -0.059
C (-2.342, -0.679, -4.455)  -0.044
C (-2.390, 0.251, -3.433)  -0.157
C (-1.266, 3.289, -4.148)  -0.108
C (-1.427, 4.622, -4.511)  -0.040
C (-0.947, 5.428, -3.409)  -0.047
C (-0.518, 4.556, -2.410)  -0.135
H (-3.845, 0.495, -0.672)  0.078
H (-2.269, -0.148, -1.122)  0.056
H (-2.922, 2.521, -1.849)  0.114
H (-2.286, 2.790, -0.219)  0.090
H (-1.882, -1.756, 3.307)  0.104
H (-3.770, -3.754, 3.307)  0.104
H (-5.078, -3.525, 0.909)  0.107
H (-3.866, -1.551, -0.415)  0.093
H (-2.304, 2.286, 3.524)  0.086
H (-4.745, 3.351, 4.131)  0.103
H (-6.509, 2.222, 2.376)  0.108
H (-5.068, 0.514, 0.849)  0.100
H (0.834, 0.129, -3.891)  0.098
H (-0.577, -1.489, -5.581)  0.116
H (-3.221, -1.113, -4.921)  0.117
H (-3.238, 0.700, -2.948)  0.105
H (-1.507, 2.385, -4.681)  0.101
H (-1.839, 4.967, -5.446)  0.108
H (-0.914, 6.505, -3.370)  0.106
H (-0.107, 4.734, -1.432)  0.099
C (5.349, 0.111, 1.623)  -0.008
C (4.187, -0.149, 2.621)  -0.728
C (4.154, -1.598, 3.136)  -0.019
C (4.539, 0.796, 3.804)  0.005
O (3.055, 0.185, 2.026)  0.050
H (6.301, -0.284, 1.977)  0.108
H (5.408, 1.196, 1.500)  0.094
H (5.140, -0.292, 0.629)  0.042
H (5.067, -1.881, 3.664)  0.097
H (3.297, -1.704, 3.808)  0.097
H (3.992, -2.290, 2.310)  0.050
H (4.706, 1.800, 3.399)  0.091
H (3.709, 0.863, 4.511)  0.095
H (5.443, 0.476, 4.330)  0.108

=====

No. 3
Entry from OMol25: a molecular structure, C31H45AlClF5PS at a distorted geometry (the ωB97M-V functional and the def2-TZVPD basis).

Properties
2S+1 = 1
charge = -1
frontier orbital gap = 6.4 eV
energy above the lowest of the compared OMol25 structures with the same formula, charge and spin = 0.00 kJ/mol
max |F| = 2.988 eV/Å
E_LUMO = 0.092 hartree
HOMO level = -3.952 eV
DFT total energy = -3149.87178 Eh

Last column: Löwdin charge in e.
Cartesian coordinates (Å):
Al (-0.668, 0.536, 1.798)  -0.383
Cl (-2.488, 1.535, 1.088)  0.263
P (-0.330, 0.314, -1.069)  1.097
C (-0.876, 0.845, 3.648)  -0.223
H (-0.102, 1.326, 4.231)  0.033
H (-1.870, 1.235, 3.879)  0.044
C (1.062, -0.626, -1.928)  -0.420
C (-0.284, 2.110, -1.655)  -0.440
C (2.433, -0.051, -1.543)  -0.219
H (0.962, -1.616, -1.444)  0.114
C (3.583, -0.960, -2.012)  -0.195
H (2.559, 0.946, -1.996)  0.100
H (2.498, 0.097, -0.456)  0.051
C (3.491, -1.331, -3.498)  -0.212
H (4.541, -0.467, -1.810)  0.107
H (3.563, -1.883, -1.414)  0.115
C (2.090, -1.802, -3.908)  -0.202
H (3.776, -0.460, -4.105)  0.109
H (4.218, -2.120, -3.721)  0.101
C (0.973, -0.857, -3.442)  -0.213
H (2.040, -1.923, -4.996)  0.104
H (1.909, -2.792, -3.464)  0.113
H (1.061, 0.100, -3.978)  0.099
H (0.005, -1.288, -3.723)  0.081
C (-1.914, -0.383, -1.825)  -0.435
C (0.254, 2.389, -3.061)  -0.219
H (-1.353, 2.384, -1.627)  0.098
C (0.043, 3.870, -3.409)  -0.199
H (1.327, 2.147, -3.109)  0.101
H (-0.248, 1.772, -3.818)  0.088
C (0.658, 4.834, -2.383)  -0.210
H (0.451, 4.076, -4.406)  0.104
H (-1.040, 4.057, -3.453)  0.112
C (0.281, 4.482, -0.940)  -0.192
H (1.752, 4.823, -2.481)  0.109
H (0.331, 5.856, -2.601)  0.101
C (0.459, 2.987, -0.639)  -0.258
H (0.881, 5.069, -0.234)  0.111
H (-0.773, 4.745, -0.767)  0.117
H (1.531, 2.738, -0.647)  0.101
H (0.098, 2.796, 0.381)  0.038
C (-1.947, -1.920, -1.746)  -0.203
H (-2.651, -0.001, -1.095)  0.063
C (-3.324, -2.468, -2.159)  -0.198
H (-1.177, -2.360, -2.398)  0.100
H (-1.710, -2.244, -0.720)  0.109
C (-3.814, -1.903, -3.499)  -0.210
H (-3.280, -3.562, -2.219)  0.105
H (-4.051, -2.220, -1.372)  0.116
C (-3.713, -0.375, -3.593)  -0.202
H (-3.219, -2.346, -4.310)  0.109
H (-4.853, -2.208, -3.668)  0.102
C (-2.327, 0.155, -3.202)  -0.211
H (-3.951, -0.050, -4.613)  0.104
H (-4.455, 0.084, -2.924)  0.116
H (-1.595, -0.136, -3.973)  0.096
H (-2.357, 1.254, -3.195)  0.101
C (-0.479, -1.354, 2.486)  -0.291
C (-0.754, -0.707, 3.782)  -0.439
H (0.549, -1.072, 2.057)  0.046
C (-2.031, -1.258, 4.462)  -0.167
H (0.090, -0.946, 4.446)  0.123
C (-2.007, -2.785, 4.549)  -0.219
H (-2.140, -0.806, 5.453)  0.111
H (-2.888, -0.917, 3.874)  0.114
C (-1.829, -3.456, 3.202)  -0.217
H (-1.116, -3.042, 5.139)  0.109
H (-2.887, -3.169, 5.077)  0.099
C (-0.615, -2.846, 2.483)  -0.221
H (-1.669, -4.524, 3.379)  0.096
H (-2.737, -3.416, 2.589)  0.104
H (0.282, -3.193, 3.043)  0.109
H (-0.502, -3.246, 1.463)  0.096
F (3.452, 0.251, 7.453)  0.092
C (3.099, 0.435, 6.162)  -0.133
C (2.749, 1.704, 5.711)  -0.136
F (2.783, 2.764, 6.553)  0.091
C (2.350, 1.879, 4.399)  -0.236
F (2.028, 3.124, 3.964)  0.063
C (2.285, 0.802, 3.487)  -0.474
S (1.657, 1.099, 1.886)  0.782
C (2.674, -0.467, 3.972)  -0.204
F (2.723, -1.534, 3.122)  0.066
C (3.066, -0.651, 5.291)  -0.139
F (3.412, -1.881, 5.739)  0.091

=====

No. 4
Entry from OMol25: a molecular structure, C31H45AsCuF3Ge2 (the ωB97M-V functional and the def2-TZVPD basis).

Properties
2S+1 = 2
charge = +1
frontier orbital gap (alpha / beta) = 7.3 / 6.7 eV
energy above the lowest of the compared OMol25 structures with the same formula, charge and spin = 0.00 kJ/mol
max |F| = 0.741 eV/Å
E_LUMO (alpha / beta) = -0.114 / -0.157 hartree
HOMO level (alpha / beta) = -10.394 / -10.980 eV
expectation value of S² = 0.754
DFT total energy = -9537.62750 Eh

Last column: Löwdin charge in e.
Cartesian coordinates (Å):
Cu (0.130, 0.152, -0.034)  0.069
C (-1.681, -4.810, 0.709)  -0.158
C (-1.959, -3.338, 0.424)  -0.324
Ge (-0.687, -2.465, -0.788)  0.867
C (-0.737, -3.011, -2.668)  -0.325
C (-0.244, -4.423, -2.955)  -0.159
C (1.085, -2.962, -0.129)  -0.214
C (2.205, -2.489, 0.432)  -0.316
Ge (2.295, -0.559, 0.811)  0.972
C (3.519, 0.449, -0.373)  -0.354
C (4.994, 0.045, -0.350)  -0.160
C (2.238, -0.078, 2.727)  -0.358
C (3.567, 0.002, 3.477)  -0.159
C (3.346, -3.377, 0.783)  -0.230
C (3.369, -4.745, 0.486)  -0.030
C (4.450, -5.530, 0.840)  -0.066
C (5.541, -4.973, 1.499)  -0.073
C (5.539, -3.623, 1.795)  -0.062
C (4.451, -2.840, 1.436)  -0.070
H (-2.414, -5.210, 1.409)  0.074
H (-0.696, -4.954, 1.155)  0.065
H (-1.732, -5.419, -0.195)  0.062
H (-1.946, -2.768, 1.357)  0.068
H (-2.953, -3.201, -0.009)  0.070
H (-0.140, -2.282, -3.223)  0.070
H (-1.769, -2.880, -2.999)  0.070
H (0.796, -4.557, -2.654)  0.063
H (-0.300, -4.637, -4.023)  0.074
H (-0.841, -5.180, -2.442)  0.062
H (1.059, -4.042, -0.311)  0.040
H (3.410, 1.507, -0.127)  0.034
H (3.120, 0.324, -1.383)  0.057
H (5.441, 0.191, 0.634)  0.064
H (5.565, 0.646, -1.060)  0.076
H (5.129, -1.001, -0.623)  0.066
H (1.567, -0.799, 3.200)  0.067
H (1.727, 0.889, 2.778)  0.030
H (4.034, -0.976, 3.581)  0.057
H (3.415, 0.394, 4.484)  0.076
H (4.278, 0.663, 2.976)  0.066
H (2.542, -5.212, -0.032)  0.102
H (4.446, -6.585, 0.599)  0.109
H (6.386, -5.591, 1.774)  0.109
H (6.383, -3.174, 2.303)  0.111
H (4.477, -1.784, 1.669)  0.058
C (1.012, 3.749, -2.060)  -0.153
C (-0.320, 3.496, -1.370)  -0.402
As (-0.193, 2.488, 0.294)  1.206
C (-2.012, 2.673, 0.975)  -0.401
C (-2.273, 1.782, 2.181)  -0.160
C (0.761, 3.667, 1.524)  -0.394
C (2.280, 3.640, 1.480)  -0.154
H (0.857, 4.315, -2.979)  0.078
H (1.510, 2.815, -2.324)  0.066
H (1.693, 4.328, -1.436)  0.057
H (-0.979, 2.904, -2.011)  0.058
H (-0.842, 4.428, -1.141)  0.081
H (-2.678, 2.417, 0.150)  0.042
H (-2.171, 3.728, 1.207)  0.083
H (-2.200, 0.725, 1.911)  0.054
H (-3.272, 1.959, 2.581)  0.078
H (-1.564, 1.966, 2.990)  0.064
H (0.408, 3.389, 2.520)  0.066
H (0.379, 4.671, 1.321)  0.081
H (2.677, 2.646, 1.702)  0.039
H (2.684, 4.326, 2.225)  0.082
H (2.673, 3.944, 0.509)  0.058
F (-8.016, 3.027, -1.555)  0.150
C (-7.113, 2.975, -2.541)  -0.590
F (-7.719, 2.465, -3.624)  0.157
F (-6.767, 4.238, -2.842)  0.152
C (-5.899, 2.160, -2.164)  -0.096
C (-5.799, 1.566, -0.916)  0.019
C (-4.667, 0.833, -0.598)  -0.010
C (-3.641, 0.698, -1.534)  -0.243
C (-3.755, 1.298, -2.796)  0.001
C (-4.885, 2.028, -3.106)  0.012
C (-2.464, -0.038, -1.206)  -0.032
C (-1.461, -0.664, -0.914)  -0.210
H (-6.599, 1.676, -0.199)  0.128
H (-4.570, 0.361, 0.371)  0.125
H (-2.956, 1.184, -3.515)  0.125
H (-4.984, 2.496, -4.076)  0.134